<A>
The following is a DFT calculation (ωB97M-V with the def2-TZVPD basis set) of a cluster of 2 separate species, C3H4N2O3 in total.

Values from the calculation:
**LUMO level**: -0.100 eV
**2S+1**: 1
**Frontier orbital gap**: 8.534 eV

Structure (XYZ):
```
12
C3H4N2O3 ωB97M-V with the def2-TZVPD basis set
C -1.025 -0.373 0.308
C -0.421 0.209 1.368
C -0.191 -0.221 -0.889
H -2.322 -1.334 -0.408
H -0.599 0.232 2.514
H 1.578 0.272 1.259
H 1.617 0.823 -2.158
N 0.812 0.750 0.996
N 0.769 0.787 -0.421
O -2.158 -0.975 0.441
O 2.157 0.368 -0.967
O -0.216 -0.538 -2.045
```


<B>
The following is a DFT calculation (ωB97M-V with the def2-TZVPD basis set) of a structure of composition C3H4N2O3.

Values from the calculation:
**LUMO level**: 0.354 eV
**2S+1**: 1
**Frontier orbital gap**: 8.897 eV

Structure (XYZ):
```
12
C3H4N2O3 ωB97M-V with the def2-TZVPD basis set
C -1.115 -0.075 0.248
C -0.315 -0.914 1.063
C 1.266 -0.164 -0.360
H 0.867 2.264 -1.003
H -0.275 1.934 -2.377
H -2.226 0.250 0.222
H -0.400 -2.438 2.401
N -0.011 1.721 -1.110
N -0.006 0.347 -0.805
O -1.128 -1.968 1.589
O 0.993 -1.084 0.821
O 2.350 0.128 -0.688
```


Among the structures shown above, <B> is the most stable, with the second-best lying 99.6 kJ/mol higher.